(1)
Density functional theory data (the ωB97M-V functional and the def2-TZVPD basis) for C31H15Br4Cl5IrO3SSi as an isolated structure.

Lowest unoccupied orbital energy (alpha / beta), eV: 3.7 / 3.7
Calculated total energy, a.u.: -14805.16766
Charge: -2
ΔE to the lowest compared entry with this formula, charge and spin, kcal per mole: 41.0
Spin multiplicity: 2
HOMO-LUMO gap (alpha / beta), eV: 5.136 / 5.105

Each line ends with the Mulliken charge.
Atoms and positions in Å:
Ir: 0.857 1.701 1.464  2.74
Cl: 2.277 4.907 0.706  -0.17
C: 0.562 4.806 0.792  0.78
C: -0.032 3.625 1.224  -1.54
C: -1.427 3.648 1.334  1.08
Cl: -2.198 2.256 2.012  -0.11
C: -2.209 4.753 0.967  -0.41
Cl: -3.927 4.677 1.066  -0.21
C: -1.578 5.901 0.518  0.64
Cl: -2.514 7.276 0.082  -0.23
C: -0.191 5.947 0.442  -0.21
Cl: 0.583 7.387 -0.099  -0.21
Br: 6.347 -3.088 0.783  -0.25
C: 5.278 -1.502 0.720  0.09
C: 5.868 -0.292 0.378  0.25
Br: 7.741 -0.228 -0.001  -0.25
C: 5.116 0.864 0.351  -0.11
Br: 5.899 2.516 -0.171  -0.22
C: 3.756 0.881 0.720  0.27
O: 3.065 1.939 0.744  -1.03
C: 3.136 -0.396 1.107  0.38
O: 1.934 -0.418 1.478  -0.75
C: 3.943 -1.554 1.053  -0.36
Br: 3.091 -3.195 1.467  -0.17
S: 1.010 2.697 4.784  -0.20
C: 1.057 1.773 3.487  -0.34
O: -0.365 0.681 -0.041  -0.84
Si: -0.917 -0.731 -0.428  -0.49
C: -1.405 -1.888 1.009  0.28
C: -2.086 -3.087 0.820  -0.01
C: -2.432 -3.891 1.891  -0.68
C: -2.107 -3.504 3.180  -0.45
C: -1.430 -2.315 3.386  -0.89
C: -1.085 -1.520 2.310  0.09
C: -2.529 -0.427 -1.397  0.30
C: -3.244 0.734 -1.140  -0.15
C: -4.395 1.039 -1.843  -0.51
C: -4.847 0.171 -2.823  -0.42
C: -4.149 -0.996 -3.085  -0.65
C: -2.997 -1.289 -2.376  -0.27
C: 0.311 -1.622 -1.573  0.44
C: 0.836 -0.916 -2.649  -0.17
C: 1.839 -1.448 -3.435  -0.65
C: 2.339 -2.707 -3.153  -0.40
C: 1.821 -3.430 -2.093  -0.61
C: 0.815 -2.888 -1.313  -0.40
H: -2.352 -3.400 -0.182  0.34
H: -2.959 -4.823 1.725  0.37
H: -2.381 -4.128 4.019  0.35
H: -1.172 -2.005 4.389  0.43
H: -0.544 -0.597 2.473  0.18
H: -2.875 1.409 -0.385  0.05
H: -4.935 1.954 -1.636  0.42
H: -5.737 0.405 -3.394  0.34
H: -4.498 -1.676 -3.855  0.36
H: -2.445 -2.193 -2.600  0.31
H: 0.458 0.074 -2.861  0.32
H: 2.252 -0.877 -4.256  0.38
H: 3.136 -3.124 -3.752  0.35
H: 2.215 -4.410 -1.858  0.35
H: 0.424 -3.453 -0.477  0.48

***

(2)
Density functional theory data (the ωB97M-V functional and the def2-TZVPD basis) for a 19-piece molecular cluster, C31H15Cl72NO2 overall.

Lowest unoccupied orbital energy, eV: -1.1
Calculated total energy, a.u.: -34528.86756
Charge: 0
Spin multiplicity: 1
HOMO-LUMO gap, eV: 8.175

Each line ends with the Mulliken charge.
Atoms and positions in Å:
C: -1.444 -0.473 2.974  -0.54
C: -2.478 0.323 1.987  0.65
C: -1.733 1.631 1.422  -0.15
C: -2.613 2.527 0.427  -0.35
C: -3.199 1.737 -0.837  -0.78
C: -2.064 0.942 -1.629  0.37
C: -2.136 -0.589 -1.865  -0.70
C: -0.995 -1.379 -2.612  -0.45
C: 0.289 -0.639 -3.150  -1.06
C: 0.302 0.903 -2.927  0.23
C: -0.828 1.682 -2.195  0.72
C: -0.406 3.212 -2.202  0.12
O: -1.073 4.251 -2.018  -0.53
N: 1.055 3.211 -2.540  -0.14
C: 1.385 2.002 -3.321  0.40
O: 2.304 1.763 -4.133  -0.59
H: -1.738 -0.394 4.082  -0.18
H: -1.374 -1.559 2.609  0.25
H: -0.383 -0.021 2.897  0.31
H: -2.790 -0.359 1.129  -0.35
H: -3.366 0.705 2.618  0.18
H: -1.515 2.295 2.346  -0.23
H: -0.688 1.371 0.998  0.33
H: -3.518 2.921 1.028  0.40
H: -1.989 3.452 0.164  -0.09
H: -3.919 0.933 -0.419  0.21
H: -3.833 2.411 -1.527  0.41
H: -3.017 -1.211 -1.506  0.37
H: -1.090 -2.501 -2.727  0.55
H: 1.153 -1.163 -3.667  0.46
H: 1.061 3.928 -3.292  0.26
C: -2.379 -3.210 -5.774  0.21
Cl: -1.709 -4.786 -5.297  -0.13
Cl: -1.484 -1.914 -4.945  0.01
Cl: -2.228 -3.009 -7.534  -0.03
Cl: -4.093 -3.132 -5.314  -0.03
C: -5.499 -2.423 3.403  0.12
Cl: -6.383 -3.964 3.382  -0.10
Cl: -6.552 -1.142 4.036  -0.06
Cl: -4.069 -2.574 4.442  0.06
Cl: -4.988 -2.009 1.755  -0.02
C: -0.156 -1.926 6.968  -0.03
Cl: -0.558 -1.129 8.503  -0.03
Cl: -1.626 -2.105 5.989  0.23
Cl: 1.029 -0.939 6.082  -0.15
Cl: 0.534 -3.533 7.294  -0.03
C: -3.631 -4.025 9.499  0.23
Cl: -1.998 -4.158 8.812  0.02
Cl: -4.356 -5.643 9.624  -0.10
Cl: -3.535 -3.293 11.115  -0.10
Cl: -4.635 -3.006 8.445  -0.05
C: 4.737 5.177 -2.451  0.27
Cl: 5.245 5.400 -4.142  -0.14
Cl: 4.380 6.759 -1.723  -0.07
Cl: 3.279 4.161 -2.403  0.11
Cl: 6.041 4.387 -1.537  -0.10
C: 9.554 2.929 -3.809  0.22
Cl: 9.144 1.252 -4.226  0.00
Cl: 8.153 3.975 -4.120  0.02
Cl: 9.992 3.022 -2.089  -0.11
Cl: 10.928 3.467 -4.799  -0.11
C: -0.861 -4.957 -0.320  0.22
Cl: 0.350 -3.679 -0.082  -0.09
Cl: -0.197 -6.512 0.225  -0.10
Cl: -2.320 -4.573 0.619  -0.03
Cl: -1.279 -5.062 -2.046  -0.05
C: 7.888 -2.584 -4.172  0.36
Cl: 6.361 -1.889 -3.590  -0.07
Cl: 8.985 -2.840 -2.798  -0.09
Cl: 7.567 -4.137 -4.972  -0.10
Cl: 8.642 -1.467 -5.330  -0.11
C: -3.149 -4.287 -11.461  0.38
Cl: -2.478 -5.862 -10.982  -0.11
Cl: -2.254 -2.990 -10.639  -0.09
Cl: -2.999 -4.086 -13.220  -0.08
Cl: -4.862 -4.208 -11.000  -0.10
C: 4.305 -2.922 9.466  0.25
Cl: 5.936 -3.054 8.775  -0.11
Cl: 3.581 -4.541 9.590  -0.10
Cl: 4.403 -2.192 11.082  -0.04
Cl: 3.298 -1.904 8.415  0.01
C: -0.911 5.385 4.097  0.21
Cl: 0.325 6.637 4.342  -0.11
Cl: -0.264 3.807 4.599  -0.06
Cl: -2.348 5.772 5.068  -0.08
Cl: -1.358 5.322 2.379  -0.02
C: -3.359 -7.132 -15.729  0.30
Cl: -3.777 -8.809 -16.139  -0.10
Cl: -4.753 -6.078 -16.051  -0.09
Cl: -2.927 -7.032 -14.009  -0.02
Cl: -1.979 -6.606 -16.717  -0.09
C: -0.224 8.054 -2.870  0.26
Cl: -1.072 7.664 -1.359  -0.07
Cl: -1.334 7.848 -4.242  -0.11
Cl: 0.342 9.738 -2.812  -0.12
Cl: 1.168 6.968 -3.065  0.03
C: 4.982 10.144 -4.288  0.24
Cl: 4.980 10.339 -6.054  -0.10
Cl: 3.309 10.017 -3.703  -0.01
Cl: 5.871 8.668 -3.855  -0.03
Cl: 5.767 11.551 -3.538  -0.10
C: 3.544 -5.070 4.519  0.18
Cl: 2.868 -3.585 5.221  0.05
Cl: 5.209 -4.765 3.978  -0.10
Cl: 3.545 -6.356 5.744  -0.11
Cl: 2.554 -5.573 3.132  -0.05
C: 6.285 -0.059 14.275  0.34
Cl: 4.965 1.122 14.137  -0.09
Cl: 6.987 -0.352 12.669  -0.07
Cl: 7.538 0.577 15.362  -0.10
Cl: 5.650 -1.583 14.930  -0.09
C: -5.018 2.402 6.089  0.15
Cl: -6.177 2.369 4.743  -0.11
Cl: -4.931 0.792 6.837  -0.01
Cl: -3.414 2.858 5.476  0.05
Cl: -5.549 3.589 7.300  -0.11
C: -7.936 -1.888 -3.960  0.28
Cl: -9.257 -0.710 -4.118  -0.10
Cl: -7.232 -2.207 -5.560  -0.09
Cl: -6.684 -1.232 -2.883  -0.01
Cl: -8.570 -3.401 -3.279  -0.09